[1]
Entry from the OMol25 dataset: a cluster of 4 separate species, C36H78BrClN3O12P2S in total at a distorted geometry (wB97M-V/def2-TZVPD).

Gap between HOMO and LUMO   8.2 eV
E_tot   -179596.410 eV
Strongest force on any atom   1.42 eV/A
HOMO   -10.79 eV

The geometry in ORCA input format:
```
! wB97M-V def2-TZVPD RIJCOSX def2/J DEFGRID3
* xyz 1 1
C 7.185 3.750 3.229
C 7.946 3.257 2.013
O 7.390 3.701 0.787
C 6.302 2.948 0.305
C 6.299 2.977 -1.212
C 5.371 1.937 -1.836
C 3.908 2.071 -1.351
C 3.543 1.115 -0.190
C 2.318 0.132 0.111
P 3.403 -1.011 1.223
N 4.206 -0.341 2.360
C 1.328 0.879 1.100
C 1.170 0.428 2.564
O 1.455 1.619 3.280
O 1.617 1.305 4.670
C -0.054 1.122 0.510
N -0.752 2.016 1.423
C -1.812 1.714 1.890
S -3.161 1.282 2.516
C -0.024 1.690 -0.898
Br 1.069 3.314 -0.852
C -1.396 2.166 -1.399
C -2.009 3.463 -0.854
C -3.525 3.391 -0.821
O -4.101 3.264 -2.113
C 0.621 0.607 -1.881
C -0.363 0.018 -2.911
C 0.150 -0.316 -4.309
C -1.036 -0.525 -5.253
O -1.945 -1.505 -4.787
N 1.526 -0.493 -1.157
C 0.533 -1.779 -0.902
Cl 0.336 -2.900 -2.310
C 0.692 -2.813 0.224
C 0.021 -2.583 1.576
P 2.717 -1.280 -2.567
C 3.215 -0.130 -3.885
O 4.217 -1.478 -1.983
H 7.803 3.705 4.124
H 6.893 4.788 3.058
H 6.276 3.174 3.409
H 7.998 2.162 2.007
H 8.968 3.636 2.020
H 6.368 1.913 0.668
H 5.371 3.389 0.691
H 7.320 2.809 -1.562
H 6.016 3.971 -1.570
H 5.763 0.935 -1.649
H 5.397 2.082 -2.914
H 3.855 3.069 -0.913
H 3.212 2.136 -2.174
H 3.493 1.753 0.690
H 4.460 0.546 -0.021
H 4.236 -1.662 0.306
H 2.605 -2.045 1.682
H 4.082 0.632 2.593
H 1.718 1.890 1.226
H 0.149 0.102 2.778
H 1.856 -0.331 2.925
H 0.754 0.942 4.926
H -0.613 0.181 0.482
H -1.261 2.362 -2.461
H -2.117 1.348 -1.307
H -1.660 3.745 0.134
H -1.739 4.281 -1.530
H -3.856 2.507 -0.268
H -3.923 4.263 -0.294
H -3.627 3.833 -2.730
H 1.326 1.194 -2.465
H -1.121 0.767 -3.078
H -0.948 -0.822 -2.548
H 0.768 -1.212 -4.331
H 0.716 0.532 -4.706
H -0.660 -0.863 -6.221
H -1.547 0.427 -5.430
H -2.693 -1.090 -4.350
H -0.460 -1.364 -0.799
H 1.701 -3.214 0.295
H 0.139 -3.645 -0.206
H -0.721 -1.790 1.536
H 0.699 -2.371 2.389
H -0.515 -3.492 1.847
H 2.778 0.860 -3.932
H 2.874 -0.667 -4.774
H 4.295 -0.072 -3.900
H 4.303 -2.343 -1.562
C -1.682 -4.647 -4.726
O -1.076 -5.116 -5.914
C 0.155 -5.781 -5.705
C 0.009 -7.286 -5.700
O -0.771 -7.735 -4.609
C -2.108 -8.058 -4.949
H -2.695 -4.337 -4.973
H -1.718 -5.425 -3.959
H -1.143 -3.778 -4.337
H 0.605 -5.460 -4.757
H 0.829 -5.492 -6.518
H 1.002 -7.736 -5.607
H -0.425 -7.618 -6.649
H -2.154 -8.997 -5.510
H -2.574 -7.267 -5.541
H -2.656 -8.180 -4.017
C -1.269 2.270 6.975
O -1.537 0.919 7.300
C -0.523 0.312 8.086
C -0.884 0.268 9.553
O -0.975 1.564 10.111
C -2.300 2.037 10.266
H -2.185 2.700 6.574
H -0.956 2.847 7.847
H -0.490 2.340 6.206
H 0.426 0.844 7.960
H -0.392 -0.713 7.724
H -0.099 -0.272 10.090
H -1.823 -0.278 9.688
H -2.805 1.529 11.094
H -2.886 1.901 9.354
H -2.235 3.099 10.495
C -5.866 0.487 -2.134
O -6.201 -0.501 -1.174
C -6.415 0.031 0.123
C -7.883 0.210 0.435
O -8.485 1.175 -0.403
C -9.240 0.629 -1.469
H -5.961 0.033 -3.119
H -6.536 1.347 -2.072
H -4.839 0.842 -1.997
H -5.897 0.992 0.223
H -5.983 -0.668 0.848
H -7.981 0.560 1.467
H -8.398 -0.752 0.352
H -10.180 0.201 -1.105
H -8.681 -0.143 -2.004
H -9.468 1.445 -2.151
*
```

Löwdin atomic charge list, values in e, 5 entries: -0.07 -0.27 -0.15 -0.24 -0.17

[2]
Entry from the OMol25 dataset: a structure of composition C41H45F6N5SSb2SiZr at a distorted geometry (wB97M-V/def2-TZVPD).

Gap between HOMO and LUMO   7.4 eV
E_tot   -100057.900 eV
Strongest force on any atom   1.24 eV/A
Energy relative to the best compared isomer or geometry (same formula, charge and spin)   1.937 eV
HOMO   -13.29 eV

The geometry in ORCA input format:
```
! wB97M-V def2-TZVPD RIJCOSX def2/J DEFGRID3
* xyz 2 1
Zr 0.714 -0.936 0.151
C 2.552 -2.915 2.980
Si 1.219 -3.842 2.050
C -0.077 -4.435 3.273
C 2.028 -5.212 1.047
N 0.319 -2.780 0.867
C -0.931 -3.321 0.486
C -1.255 -4.674 0.331
C -2.506 -5.053 -0.131
C -3.475 -4.120 -0.471
C -3.194 -2.768 -0.340
C -1.954 -2.449 0.140
F -1.597 -1.077 0.248
H 2.897 -3.596 3.763
H 2.180 -2.016 3.473
H 3.414 -2.661 2.366
H 0.332 -4.388 4.284
H -0.381 -5.467 3.099
H -0.972 -3.812 3.255
H 3.098 -5.028 0.939
H 1.617 -5.311 0.042
H 1.918 -6.173 1.552
H -0.531 -5.439 0.568
H -2.725 -6.107 -0.234
H -4.440 -4.439 -0.838
H -3.906 -1.996 -0.598
C 1.140 1.321 -3.452
C 0.952 2.779 -3.008
C 1.406 3.154 -1.591
Sb 0.434 2.194 0.087
C 0.953 3.482 1.696
C 2.106 4.265 1.646
C 2.467 5.042 2.738
C 1.677 5.044 3.884
C 0.516 4.285 3.926
C 0.154 3.506 2.833
C -1.597 2.756 -0.144
C -2.547 2.102 0.638
C -3.869 2.529 0.629
C -4.244 3.602 -0.166
C -3.299 4.254 -0.948
C -1.975 3.841 -0.929
Sb -0.374 0.014 -2.653
C -0.417 -1.838 -3.679
C -0.958 -2.003 -4.949
C -1.063 -3.275 -5.490
C -0.645 -4.384 -4.761
C -0.124 -4.223 -3.487
C -0.014 -2.950 -2.945
C -2.160 0.934 -3.316
C -3.324 0.936 -2.562
C -4.490 1.473 -3.088
C -4.494 2.016 -4.365
C -3.329 2.023 -5.121
C -2.165 1.479 -4.598
H 2.103 0.917 -3.134
H 1.113 1.258 -4.540
H -0.088 3.077 -3.163
H 1.541 3.399 -3.691
H 1.260 4.227 -1.450
H 2.475 2.963 -1.474
H 2.727 4.279 0.757
H 3.354 5.660 2.690
H 1.953 5.656 4.732
H -0.116 4.308 4.804
H -0.765 2.930 2.866
H -2.261 1.271 1.273
H -4.601 2.029 1.250
H -5.272 3.938 -0.172
H -3.590 5.095 -1.563
H -1.245 4.376 -1.524
H -1.306 -1.148 -5.517
H -1.478 -3.404 -6.480
H -0.733 -5.373 -5.188
H 0.192 -5.084 -2.911
H 0.390 -2.825 -1.941
H -3.330 0.531 -1.558
H -5.394 1.470 -2.495
H -5.405 2.434 -4.771
H -3.328 2.447 -6.115
H -1.263 1.494 -5.201
C 3.835 2.112 5.276
C 2.561 1.430 4.966
N 1.630 1.117 5.805
N 0.671 0.520 5.053
C 0.968 0.462 3.754
S -0.110 -0.223 2.630
N 2.191 1.038 3.683
N 2.903 1.257 2.517
H 3.826 2.409 6.321
H 3.957 3.001 4.656
H 4.685 1.449 5.107
H -0.168 0.164 5.484
H 3.736 0.675 2.503
H 3.152 2.240 2.464
F 2.538 -0.916 0.939
C 4.154 -0.529 -0.033
F 3.738 0.633 -0.492
C 3.635 -1.561 -1.047
F 4.389 -1.640 -2.108
F 2.296 -1.154 -1.543
F 3.416 -2.752 -0.548
*
```

Löwdin atomic charge list, values in e, 5 entries: 1.35 -0.17 0.48 -0.15 -0.16

[3]
Entry from the OMol25 dataset: the ion C5H10NO with charge +1 at a distorted geometry (wB97M-V/def2-TZVPD).

Gap between HOMO and LUMO   8.7 eV
E_tot   -8874.872 eV
Strongest force on any atom   5.18 eV/A
SMILES   C=CC[C@@H]([NH3+])C=O
Energy relative to the best compared isomer or geometry (same formula, charge and spin)   3.708 eV
HOMO   -13.18 eV

The geometry in ORCA input format:
```
! wB97M-V def2-TZVPD RIJCOSX def2/J DEFGRID3
* xyz 1 1
O -1.007 -1.074 -1.944
C -0.219 -0.120 -1.872
C 0.502 -0.150 -0.561
C -0.375 -0.288 0.620
C -1.396 0.860 0.969
C -0.708 1.784 1.718
N 1.400 -1.342 -0.605
H -0.251 0.672 -2.640
H 1.141 0.748 -0.497
H -1.031 -1.209 0.571
H 0.242 -0.437 1.546
H -2.089 1.215 0.198
H -0.273 1.406 2.612
H -0.803 2.874 1.684
H 0.790 -2.124 -0.537
H 2.033 -1.302 -1.458
H 2.046 -1.513 0.197
*
```

Löwdin atomic charge list, values in e, 5 entries: 0.08 -0.13 -0.31 -0.21 -0.08

[4]
Entry from the OMol25 dataset: the ion C4H13N2 with charge +1 at a distorted geometry (wB97M-V/def2-TZVPD).

Gap between HOMO and LUMO   9.1 eV
E_tot   -7331.424 eV
Strongest force on any atom   4.06 eV/A
SMILES   CNC[C@@H](C)[NH3+]
Energy relative to the best compared isomer or geometry (same formula, charge and spin)   2.063 eV
HOMO   -12.73 eV

The geometry in ORCA input format:
```
! wB97M-V def2-TZVPD RIJCOSX def2/J DEFGRID3
* xyz 1 1
N 1.552 1.364 -0.575
C 0.612 0.330 0.168
C 1.541 -0.700 0.801
C -0.329 -0.225 -0.808
N -1.347 -1.073 -0.221
C -2.359 -0.398 0.579
H 1.034 2.092 -1.025
H 2.271 1.797 0.043
H 1.959 0.877 -1.384
H 0.229 1.027 0.957
H 2.212 -1.169 0.067
H 0.832 -1.501 1.173
H 2.043 -0.215 1.661
H -0.746 0.822 -1.058
H 0.190 -0.707 -1.697
H -1.697 -1.707 -0.911
H -3.314 -0.443 0.046
H -2.565 -0.858 1.638
H -2.117 0.688 0.546
*
```

Löwdin atomic charge list, values in e, 5 entries: 0.21 -0.36 -0.04 -0.25 -0.11